Record 1
C29H44EuNOSi2 | ωB97M-V/def2-TZVPD

Geometry (Å):
C: 3.475 -0.313 1.465
C: 3.186 -1.113 0.317
C: 2.652 -0.265 -0.695
H: 3.366 -2.184 0.229
C: 2.558 1.049 -0.167
C: 3.067 1.028 1.168
H: 2.193 1.918 -0.718
C: -0.944 -2.681 1.249
C: 0.314 -2.996 0.637
C: 0.271 -2.525 -0.701
H: 1.148 -3.518 1.114
C: -1.028 -2.000 -0.963
C: -1.751 -2.043 0.264
H: 2.402 -0.540 -1.722
H: 3.147 1.880 1.843
H: 3.949 -0.660 2.387
H: -2.781 -1.703 0.392
H: 1.085 -2.592 -1.426
H: -1.247 -2.932 2.269
Eu: 0.727 -0.473 1.569
C: -1.670 -1.881 -2.339
C: -2.891 -2.819 -2.382
C: -0.696 -2.350 -3.423
H: -2.598 -3.850 -2.160
H: -3.328 -2.795 -3.388
H: -3.663 -2.514 -1.665
H: -0.404 -3.388 -3.213
H: 0.204 -1.728 -3.474
H: -1.187 -2.341 -4.405
C: -2.278 -0.469 -2.653
C: -1.431 0.781 -2.908
H: -2.963 -0.191 -1.840
H: -2.886 -0.592 -3.572
O: -1.562 1.825 -2.264
N: -0.527 0.712 -3.936
C: 0.361 1.839 -4.248
H: -0.809 0.161 -4.739
C: 1.783 1.367 -4.452
C: 2.883 2.099 -3.976
H: 2.699 3.051 -3.469
C: 4.183 1.603 -4.142
H: 5.035 2.168 -3.757
C: 4.389 0.386 -4.804
H: 5.398 -0.002 -4.934
C: 3.295 -0.338 -5.290
H: 3.429 -1.291 -5.802
C: 1.997 0.161 -5.126
H: 1.142 -0.395 -5.519
H: 0.307 2.543 -3.413
H: -0.002 2.334 -5.170
C: -3.205 2.857 3.291
Si: -2.336 1.353 2.565
C: -3.203 -0.172 3.277
C: -2.697 1.360 0.720
C: -0.526 1.307 2.895
Si: 0.179 0.811 4.525
C: 0.318 -1.082 4.694
C: 1.935 1.481 4.621
C: -0.774 1.389 6.027
H: -4.271 2.798 3.025
H: -2.804 3.796 2.881
H: -3.127 2.907 4.385
H: -4.289 0.017 3.281
H: -3.022 -1.067 2.667
H: -2.896 -0.394 4.308
H: -1.890 1.767 0.097
H: -2.912 0.350 0.351
H: -3.594 1.967 0.519
H: -0.001 2.171 2.430
H: 1.104 -1.567 4.083
H: 0.619 -1.259 5.740
H: -0.637 -1.609 4.532
H: 1.969 2.506 4.228
H: 2.230 1.500 5.681
H: 2.681 0.878 4.081
H: -0.938 2.475 6.001
H: -1.747 0.888 6.134
H: -0.164 1.148 6.911

The value obtained for the orbital gap (spin up / spin down) is 6.19 / 6.59 eV. Its total charge is -1. As for the multiplicity: 8.



Record 2
C12H18Cl2IrN2 | ωB97M-V/def2-TZVPD

Geometry (Å):
Ir: -0.013 1.701 0.671
Cl: 0.734 3.599 -0.333
Cl: 1.502 1.275 2.342
C: 2.884 -1.580 -0.492
H: 2.872 -2.435 0.152
H: 3.499 -0.704 -0.194
C: 0.300 -0.004 -0.567
C: 1.956 -1.298 -1.427
H: -0.115 -0.924 -0.075
C: 2.320 -0.585 -2.719
H: 1.103 -1.989 -1.675
C: 1.976 0.893 -2.715
H: 3.401 -0.748 -2.862
H: 1.851 -1.087 -3.580
C: 0.456 1.116 -2.807
H: 2.400 1.339 -1.805
H: 2.451 1.356 -3.603
C: -0.458 0.448 -1.770
H: 0.290 2.188 -2.730
H: 0.108 0.811 -3.798
H: -1.199 1.181 -1.399
H: -0.994 -0.389 -2.195
N: -0.058 -1.351 2.209
C: -1.236 -0.687 2.390
C: -2.319 -1.259 3.114
C: -3.519 -0.582 3.172
C: -3.620 0.685 2.573
C: -2.527 1.227 1.928
N: -1.389 0.514 1.786
H: 0.824 -0.783 2.131
H: 0.033 -2.162 2.826
H: -2.094 -2.212 3.643
H: -4.367 -1.030 3.710
H: -4.548 1.247 2.610
H: -2.507 2.231 1.488

The value obtained for the orbital gap (spin up / spin down) is 4.47 / 6.73 eV. The calculation puts the energy above the lowest of the compared OMol25 structures with the same formula, charge and spin at 0.0 kcal/mol. Its total charge is -1. As for the multiplicity: 5.



Record 3
C23H27N3O3 | ωB97M-V/def2-TZVPD

Geometry (Å):
C: 3.906 0.306 1.689
N: 2.932 -0.322 0.820
C: 2.858 0.351 -0.474
C: 2.497 1.796 -0.364
C: 3.331 2.864 -0.622
N: 2.602 3.989 -0.487
C: 3.039 5.344 -0.654
N: 1.346 3.720 -0.163
C: 1.245 2.397 -0.073
C: -0.027 1.772 0.261
C: -0.082 0.559 0.945
C: -1.299 -0.023 1.238
C: -2.484 0.602 0.863
O: -3.658 -0.001 1.244
C: -4.782 0.119 0.473
C: -6.006 0.088 1.134
C: -7.182 0.140 0.411
C: -7.151 0.224 -0.971
C: -5.932 0.242 -1.628
C: -4.748 0.186 -0.916
C: -2.438 1.832 0.214
C: -1.219 2.405 -0.085
C: 3.201 -1.740 0.673
C: 2.012 -2.519 0.098
C: 2.284 -3.094 -1.298
O: 1.182 -3.844 -1.761
C: 0.880 -4.891 -0.863
C: 0.620 -4.336 0.539
O: 1.729 -3.590 0.989
H: 3.639 1.354 1.817
H: 4.931 0.248 1.291
H: 3.880 -0.179 2.663
H: 3.823 0.272 -1.010
H: 2.094 -0.156 -1.068
H: 4.368 2.892 -0.893
H: 3.399 5.512 -1.671
H: 2.186 5.991 -0.461
H: 3.840 5.581 0.050
H: 0.836 0.087 1.259
H: -1.351 -0.960 1.772
H: -6.014 0.021 2.211
H: -8.129 0.119 0.930
H: -8.071 0.271 -1.534
H: -5.899 0.295 -2.707
H: -3.799 0.185 -1.432
H: -3.358 2.337 -0.046
H: -1.176 3.360 -0.586
H: 4.101 -1.923 0.057
H: 3.385 -2.151 1.668
H: 1.125 -1.869 0.046
H: 2.441 -2.299 -2.029
H: 3.179 -3.734 -1.252
H: -0.006 -5.390 -1.258
H: 1.720 -5.601 -0.824
H: 0.477 -5.143 1.258
H: -0.275 -3.695 0.517

The value obtained for the orbital gap is 8.60 eV. The calculation puts the energy above the lowest of the compared OMol25 structures with the same formula, charge and spin at 98.0 kcal/mol. As for the structure (SMILES): CN(Cc1cn(C)nc1-c1ccc(Oc2ccccc2)cc1)C[C@H]1COCCO1.



Record 4
C9H12OS | ωB97M-V/def2-TZVPD

Geometry (Å):
C: 1.569 -0.194 -0.103
C: 0.496 -0.997 -0.119
C: 1.779 0.945 -0.962
C: 1.526 0.424 1.318
C: 0.613 1.821 -0.275
C: -1.870 -0.358 0.072
C: -1.992 -1.704 -0.651
C: -0.523 -0.406 0.782
C: 0.144 0.991 1.061
O: -0.230 -3.143 -2.062
S: -0.543 -1.759 -1.820
H: 2.795 1.438 -1.054
H: 1.511 0.712 -2.049
H: 1.491 -0.328 2.054
H: 2.228 1.219 1.644
H: 1.208 2.655 0.319
H: -0.261 2.136 -0.899
H: -2.031 0.463 -0.728
H: -2.638 -0.236 0.790
H: -1.832 -2.442 0.028
H: -2.837 -1.936 -1.168
H: -0.603 -0.812 1.841
H: 0.001 1.511 1.981

The value obtained for the orbital gap (spin up / spin down) is 6.99 / 7.46 eV. The calculation puts the energy above the lowest of the compared OMol25 structures with the same formula, charge and spin at 11.6 kcal/mol. As for the multiplicity: 3.



Total energy: -2550.8427 -1602.1597 -1282.5751 -823.2751 (Eh)